No. 1
ORCA calculation (ωB97M-V/def2-TZVPD) on a molecular structure, C4H7N3O2 in a non-equilibrium geometry.

Computed properties:
LUMO ... -0.72 eV
Frontier orbital gap ... 8.43 eV
Energy above the lowest of the compared OMol25 structures with the same formula, charge and spin ... 4.704 eV
Largest force on an atom ... 4.1 eV Å⁻¹
E_HOMO ... -9.1 eV

Last column: Löwdin charge in e.
Geometry (Å):
O 0.755377 0.002645 1.574537  0.053
N -1.473953 0.431919 2.456829  0.214
C -0.863727 -0.496438 -0.171937  -0.433
H -1.764725 -2.254340 -0.726369  0.097
H 1.920448 1.998947 0.082778  0.105
N -0.921223 -1.868611 -0.321590  0.113
H 0.144836 2.127543 0.020327  0.092
H 2.316802 -0.352059 -1.004560  0.130
H 1.033515 1.556370 -1.402642  0.097
H -2.259333 -0.159743 -1.437132  0.051
C 0.930929 0.139735 0.215738  -0.481
O 1.859323 -0.734021 -0.238947  0.111
C 1.002432 1.545344 -0.312379  0.001
C -0.617090 0.130417 1.699671  -0.365
H -0.502248 -2.396877 0.435115  0.100
N -1.561364 0.329170 -0.869440  0.115

Atoms 1-2, force components in eV/Å:
O -1.57 0.15 1.27
N 0.93 -0.84 -1.77

=====

No. 2
ORCA calculation (ωB97M-V/def2-TZVPD) on a molecular structure, C38H62Br12O20S2 in a non-equilibrium geometry.

Computed properties:
LUMO ... -0.55 eV
Frontier orbital gap ... 9.28 eV
Largest force on an atom ... 5.4 eV Å⁻¹
E_HOMO ... -9.8 eV

Last column: Löwdin charge in e.
Geometry (Å):
C -2.782400 -2.779659 -2.262245  -1.451
H -0.468584 -4.502783 3.401890  0.103
H -2.155172 -5.144428 0.965282  0.083
C 1.902160 1.154548 -5.745536  -0.176
O 1.372693 -2.262500 0.824207  0.039
H -1.312859 -0.491202 4.351692  -0.008
H 0.338500 -1.201444 -7.549295  0.125
S 4.419265 2.419109 2.029922  0.627
O 0.957718 0.931478 5.543888  0.003
H 1.987892 -0.881031 7.369546  0.102
H -5.447092 1.087995 -0.851455  0.124
O 5.255337 2.291439 0.863101  -0.282
H 2.821334 -2.253149 -3.373252  0.122
C 3.635810 1.795122 -2.139335  -0.157
H -4.598360 -0.185527 -1.792182  0.095
C -0.129241 3.903784 -2.761012  -1.414
H -1.367059 1.767695 -3.142509  0.049
O 4.074472 0.989860 2.714069  -0.269
O -2.771441 -2.355823 1.261270  0.100
H 5.003363 4.036432 -4.152388  0.130
H -3.807240 1.073190 -4.841731  0.117
H -2.023362 -1.351476 7.601523  -0.042
H 2.410074 -0.170837 4.478700  0.096
O 0.188909 1.218491 -1.029907  -0.310
O -6.679218 -0.237646 -1.822406  0.012
C -3.024631 1.789802 -4.596774  -0.125
C -2.550069 -4.590581 3.859373  -0.170
C -1.328262 -5.048393 3.010937  -0.133
H 3.282843 4.059778 -3.700091  0.063
H 1.552796 2.180289 -5.859070  -0.014
H 4.909383 -1.104243 4.085500  0.080
Br -1.888931 -2.022762 -3.856640  0.717
H 2.525133 2.144682 0.568413  0.030
C -0.394011 -0.237082 2.371213  -0.260
C -3.961557 3.034532 -2.791875  -0.601
Br 0.300324 3.386020 -4.622170  0.852
H -2.751092 -2.123902 -1.397478  -0.062
C 2.294256 0.741454 5.065601  -0.152
H -4.735136 3.106196 -4.762351  0.125
H 2.544260 -0.388665 -7.108564  0.122
H 4.251654 3.705124 -1.389315  0.087
H -2.308783 1.936206 -5.403506  0.085
Br -0.383835 -2.379442 6.056328  0.692
H 2.066065 2.902067 2.217984  -0.010
H 4.846989 -2.245150 2.714679  0.090
O 1.200554 -3.676541 -0.870216  -0.021
C -5.443676 0.037378 -1.144052  -0.136
C -3.749957 3.131431 -4.301886  -0.080
O -3.243057 2.041933 -2.309463  -0.008
C 3.169435 0.683246 6.315323  -0.118
H -0.378299 -2.084128 0.002116  0.055
Br -1.823952 -4.356731 -1.632875  0.745
C 2.155674 0.198685 7.362849  -0.078
H -2.420417 0.324089 -3.040985  0.035
C 4.224088 3.522691 -3.594259  -0.074
O -8.693852 -1.144583 -1.415538  0.114
C -2.539804 -3.348783 1.894421  -0.452
C 3.990596 2.170692 -4.315771  -0.468
C -0.995528 4.348682 2.572224  -1.515
H 2.676215 2.052326 -1.695815  0.074
H 2.905214 3.683376 0.764067  0.041
H 3.644203 -3.180690 -2.105759  0.125
O -0.592686 0.477693 1.163431  -0.256
C -7.584468 -0.871352 -1.042926  -0.485
C 0.354421 -0.253543 -7.017023  -0.121
H 3.656311 1.603457 6.633188  0.123
H -0.448843 2.955373 -2.345300  -0.087
C 2.768726 2.805333 1.401179  -0.180
H 0.131082 -1.613698 -1.630058  0.045
H 5.704874 -0.049266 1.875166  0.123
H 2.282042 0.438223 8.417754  0.127
C -1.559251 -0.153582 3.353267  -0.065
C 1.778741 0.385270 -7.046215  -0.115
O 1.023271 0.145168 -3.671648  0.076
H 1.856360 0.992334 -7.948434  0.117
H -2.394834 -0.787926 3.050407  0.047
C 4.655206 -0.176288 2.147176  -0.273
H 4.135859 -0.417121 1.216806  0.102
H -3.244155 -5.408253 4.037874  0.131
H -2.038737 -4.170113 4.727291  0.042
H -3.230272 4.074596 -4.462660  0.074
Br -1.691640 5.068990 -2.431744  0.732
C -0.429230 -1.297119 -0.751617  -0.129
H 1.605122 -0.969302 -1.741709  0.069
H -1.453668 -0.998441 -0.962151  0.062
H 5.597386 2.891448 -2.118386  0.128
C 0.992481 0.289253 -4.874214  -0.516
O 4.001044 2.024434 -5.511385  0.084
H -0.126115 -1.287711 2.234179  0.106
C 0.848706 0.790616 6.864128  -0.530
H 3.395136 -1.412642 3.323700  0.065
O 0.153622 -0.392738 -5.622521  -0.042
C 4.459422 -1.308424 3.110986  -0.056
H -4.983683 -0.455151 0.971097  0.117
H 1.816303 -4.744238 -2.583315  0.132
H -0.694548 -4.131978 1.108582  0.086
C -2.388164 1.395116 -3.243531  -0.179
H -0.436850 0.410324 -7.368165  0.125
C 2.350102 -1.664997 -1.349669  -0.110
Br -2.391499 -3.727226 8.214016  0.574
Br -3.628122 -1.823302 5.880336  0.667
C -1.574302 -4.503296 1.629720  -0.122
C -5.522578 -0.856343 0.113728  -0.175
C 1.606847 -3.729482 -2.245041  -0.172
H 0.471480 0.195841 2.881652  0.109
H 2.875321 1.111317 -5.262959  0.045
C -6.977882 -1.159936 0.300871  -0.081
Br -4.670713 -3.274396 -2.635477  0.623
Br -0.264464 3.661433 0.955325  0.701
O 3.696967 1.213428 -3.441782  0.056
O 4.741247 3.362637 3.073822  -0.271
C 2.702493 -2.703908 -2.389712  -0.111
H 4.150826 1.070969 -1.505881  0.124
H -1.229067 -6.127791 3.103895  0.118
C -2.084789 -2.239538 6.982506  -1.540
C 1.594218 -2.492236 -0.334650  -0.524
H -7.403993 -0.590030 1.125850  0.132
H -5.054529 -1.828987 -0.048751  0.063
Br 0.423079 4.720195 3.893295  0.582
H 3.140665 -1.123299 -0.839069  0.120
H 3.954563 -0.068966 6.239237  0.106
Br 1.389752 4.559272 -1.746788  0.691
O -0.203285 0.900908 7.443475  0.094
H -1.660889 3.550526 2.879861  -0.035
S 0.409118 0.155602 -0.084440  0.667
H 2.559854 1.555038 4.393946  0.104
C 4.519817 3.032765 -2.205915  -0.177
H -1.910537 0.879908 3.377693  0.083
O -3.185958 -3.606584 3.060431  -0.016
H 0.718931 -3.501285 -2.843965  0.071
O 1.699664 -0.262135 0.417299  -0.318
Br -2.140543 5.951988 2.373471  0.555
O -4.709650 3.639754 -2.058864  0.083
H -7.061438 -2.227239 0.500925  0.128

Atoms 1-2, force components in eV/Å:
C -0.45 -0.95 -0.67
H 0.27 -0.50 0.10

=====

No. 3
ORCA calculation (ωB97M-V/def2-TZVPD) on 2 unconnected molecules or ions with the total composition CH5O3 in a non-equilibrium geometry.

Computed properties:
LUMO ... -4.16 eV
Frontier orbital gap ... 12.69 eV
Energy above the lowest of the compared OMol25 structures with the same formula, charge and spin ... 0.894 eV
Total charge ... +1
Largest force on an atom ... 2.4 eV Å⁻¹
E_HOMO ... -16.8 eV

Last column: Löwdin charge in e.
Geometry (Å):
H 2.669626 -0.938395 -0.051046  0.170
H 2.175767 0.340009 0.731927  0.170
C -1.078231 0.286111 0.054165  -0.266
O -0.366140 -0.648188 0.377702  0.109
O 2.035074 -0.616485 0.609244  0.235
H 0.988144 -0.788675 0.294142  0.110
H -1.876236 0.867798 -1.596926  0.165
O -1.098582 1.024264 -1.032407  0.139
H -1.855512 0.603588 0.756978  0.167

Atoms 1-2, force components in eV/Å:
H 0.17 -0.10 -0.02
H 0.08 -0.10 0.08

=====

No. 4
ORCA calculation (ωB97M-V/def2-TZVPD) on 2 unconnected molecules or ions with the total composition C3H11NS2 in a non-equilibrium geometry.

Computed properties:
LUMO ... 0.59 eV
Frontier orbital gap ... 9.29 eV
Energy above the lowest of the compared OMol25 structures with the same formula, charge and spin ... 0.277 eV
Largest force on an atom ... 1.3 eV Å⁻¹
E_HOMO ... -8.7 eV
SMILES ... CCN.CSS

Last column: Löwdin charge in e.
Geometry (Å):
N 0.751678 0.203131 0.917592  -0.013
S -0.335439 -0.525541 -2.502636  0.352
S -1.162562 -2.406118 -2.258308  0.297
H 1.977213 -0.746864 -3.306286  0.019
H -0.265950 1.964203 0.432299  0.104
H 1.836345 -0.210134 -1.649388  0.005
H -1.178085 0.442006 0.229245  0.068
C -0.475531 0.980409 0.858587  -0.353
C -1.043473 1.306445 2.250625  -0.111
H 1.542667 0.701320 1.292217  0.065
H -1.991947 1.835509 2.210547  0.066
H 0.576660 -0.672758 1.386715  0.067
C 1.447335 -0.920863 -2.379253  -0.466
H -0.321401 1.870658 2.817506  0.061
H -1.213979 0.403687 2.797566  0.052
H -1.656888 -2.273599 -1.016651  -0.214
H 1.513357 -1.951491 -2.080378  0.001

Atoms 1-2, force components in eV/Å:
N -0.22 -0.11 -0.76
S 0.07 -0.52 -0.27

=====

No. 5
ORCA calculation (ωB97M-V/def2-TZVPD) on a molecular structure, C38H28BBrF6N8O5SbTi.

Computed properties:
LUMO ... 1.29 eV
Frontier orbital gap ... 7.21 eV
Energy above the lowest of the compared OMol25 structures with the same formula, charge and spin ... 1.552 eV
Total charge ... -1
Largest force on an atom ... 0.7 eV Å⁻¹
E_HOMO ... -5.9 eV

Last column: Löwdin charge in e.
Geometry (Å):
C -4.684415 0.241863 1.289240  -0.099
N 0.708565 -0.672699 -3.364467  -0.063
H 3.178748 -6.240201 0.851386  0.095
C 4.652281 0.910518 3.441328  -0.143
H 2.557565 -2.017345 0.650558  0.082
C -1.647061 2.229760 -1.266831  -0.174
C 1.399678 -0.873742 3.254223  -0.185
F 0.559177 2.442680 0.600835  -0.362
H 5.710420 2.005357 1.934461  0.126
C -5.836340 -0.287069 -0.746992  -0.044
H -2.438414 -3.882522 -1.958451  0.100
C -5.549340 4.788795 0.319805  -0.691
F 2.209172 5.620365 -0.721450  -0.366
H -4.035263 2.993563 2.735222  0.117
C 3.891241 1.148042 1.193905  0.027
C 2.746684 0.398199 1.496327  -0.273
N -0.828694 1.272891 -1.726291  -0.027
F 2.463198 4.061017 1.362730  -0.360
C 1.364151 -1.647667 -3.989687  -0.072
H 0.968966 -2.057700 -4.904110  0.127
H 3.948297 -3.908870 1.288023  0.099
H -6.836908 0.267012 1.050521  0.109
H -4.511949 -0.861099 -2.366364  0.112
C 2.538916 -1.923688 -3.304556  -0.031
H -1.734220 -1.579479 -1.516291  0.073
C -1.071914 -2.386439 -1.204806  -0.106
O 6.641444 1.813286 4.157029  0.069
N -5.821438 0.860001 3.419790  0.080
F -0.028229 4.987625 0.860445  -0.368
Br -5.206632 6.218788 -0.873529  0.733
H 1.003761 -6.614971 -0.243203  0.105
Ti 0.348394 0.001428 -0.438980  1.165
H 3.207614 -0.940605 -1.414644  0.111
H 0.189815 0.908809 -4.885690  0.071
H -6.738127 -0.413820 -1.330651  0.100
C -5.887259 0.094692 0.559802  -0.011
N 1.405263 -0.294583 -2.268721  -0.046
C 0.529269 -4.521472 -0.431202  -0.167
C -2.243827 0.355237 2.655977  0.025
C -4.545111 4.348606 1.165940  -0.100
H 3.418617 -0.203224 4.773510  0.124
C -4.640016 0.579871 2.664454  -0.264
H -3.170991 3.507835 -2.239917  0.092
C -3.452209 0.546200 3.342237  -0.025
Sb 1.299723 4.078757 -0.131604  1.383
C -2.438705 2.718451 -2.289465  -0.043
O 5.466297 0.715326 5.585021  0.061
N 5.660690 1.167187 4.470625  -0.358
C -7.084767 3.226499 1.271990  -0.037
O 0.417333 -1.137747 2.609340  0.064
H -3.563613 4.800978 1.132635  0.109
C 0.952916 -3.189052 -0.179620  -0.152
C -6.083400 2.760134 2.113290  -0.277
C -0.709869 -4.757553 -1.076637  -0.048
C 2.992017 -4.081331 0.809016  -0.080
F 0.166910 4.211779 -1.628818  -0.334
O -1.092221 0.060498 0.645142  -0.198
H -2.369821 2.031590 -4.424753  0.124
H 3.989032 1.533660 0.191085  0.118
H 3.285425 -2.660808 -3.540315  0.096
H -7.591595 4.594730 -0.304107  0.098
H 1.482616 -1.202635 4.311824  0.129
C -4.813454 3.327157 2.063399  -0.007
H -1.296409 0.399121 3.171864  0.110
C 0.112533 -2.099128 -0.576675  -0.120
F 2.425005 2.947235 -1.160152  -0.358
C 3.538418 0.171041 3.765488  0.048
H -1.171252 -0.537949 -4.590296  0.068
C 2.568091 -0.092663 2.804477  -0.090
C 2.514671 -1.049675 -2.231677  -0.132
C -2.235818 0.128952 1.300368  -0.259
C -6.816676 4.228476 0.354507  -0.124
C -2.046524 1.986877 -3.397958  -0.079
H -1.018268 -5.781512 -1.255363  0.104
C 2.558136 -5.401364 0.561949  -0.097
C 4.836326 1.412018 2.157943  0.031
C -3.475873 -0.020734 0.604871  -0.123
H -1.614024 2.516504 -0.230076  0.105
B -0.367845 0.207031 -4.072414  -0.408
H -3.450785 0.732476 4.409185  0.119
C 2.212993 -3.018834 0.450751  -0.042
H -8.079887 2.809294 1.358547  0.114
N -3.446627 -0.425889 -0.689966  0.135
C -4.576305 -0.543667 -1.329921  -0.121
O 1.893768 0.123582 0.524041  -0.202
N -6.505675 1.834458 3.126895  0.072
C 1.354227 -5.608269 -0.043482  -0.049
N -1.084308 1.133204 -3.044540  -0.046
C -1.490448 -3.711508 -1.462515  -0.070

Atoms 1-2, force components in eV/Å:
C -0.08 -0.10 -0.01
N 0.12 0.08 -0.05

=====

No. 6
ORCA calculation (ωB97M-V/def2-TZVPD) on C5H6O in the gas phase.

Computed properties:
LUMO ... 0.94 eV
Frontier orbital gap ... 10.50 eV
Energy above the lowest of the compared OMol25 structures with the same formula, charge and spin ... 1.804 eV
Largest force on an atom ... 0.5 eV Å⁻¹
E_HOMO ... -9.6 eV
SMILES ... C=C=CCC=O

Last column: Löwdin charge in e.
Geometry (Å):
H 2.604942 -0.994009 -1.322846  0.062
C -0.772461 0.006973 0.736211  -0.163
C 1.344040 0.307778 -0.454783  -0.113
C 2.547665 -0.155721 -0.636744  0.004
C -2.199427 -0.241229 0.322149  -0.265
C 0.068662 0.562346 -0.376502  -0.117
H -0.417789 1.164752 -1.139439  0.115
H -0.348714 -0.928415 1.128489  0.127
H -0.790890 0.698808 1.591022  0.123
O -2.630207 -0.037318 -0.787046  0.051
H -2.861068 -0.621439 1.128502  0.120
H 3.455252 0.237471 -0.189010  0.055

Atoms 1-2, force components in eV/Å:
H 0.34 -0.12 0.15
C -0.02 0.01 0.02

=====

No. 7
ORCA calculation (ωB97M-V/def2-TZVPD) on a molecular structure, C8H7NO2Zn in a non-equilibrium geometry.

Computed properties:
LUMO ... -13.55 eV
Frontier orbital gap ... 3.50 eV
Energy above the lowest of the compared OMol25 structures with the same formula, charge and spin ... 7.548 eV
Total charge ... +2
Largest force on an atom ... 9.2 eV Å⁻¹
E_HOMO ... -17.1 eV

Last column: Löwdin charge in e.
Geometry (Å):
C 1.584542 1.415867 -1.572472  -0.169
H -3.218842 -0.041502 0.486163  -0.005
O 1.050863 -0.817260 2.272736  -0.006
N -2.220016 -0.207051 0.229456  -0.004
C -0.425346 -2.076615 -0.302330  -0.055
H -0.448255 -2.592713 -1.372300  0.156
C 1.350528 1.540566 1.194668  0.057
C -1.975815 -1.574976 0.070560  -0.016
C 0.474439 -0.666517 -0.308093  -0.081
H 1.851708 3.414948 -0.147860  0.166
C 1.615383 2.247279 -0.122267  0.119
Zn -2.371067 1.106776 2.414815  1.232
C 0.976778 -0.081522 1.157701  -0.230
H -0.008822 -2.862705 0.473964  0.162
H -2.886300 -2.299293 0.204145  0.163
H 1.399825 2.123433 2.235002  0.144
O 2.185334 1.882071 -2.677535  0.053
C 0.729095 -0.012593 -1.621406  0.147
H 0.335969 -0.498195 -2.614948  0.167

Atoms 1-2, force components in eV/Å:
C 2.04 1.65 -4.78
H 0.47 -0.90 -1.13